Entry from the Open Molecules 2025 dataset: the molecule C20H24N4O3S (ωB97M-V with the def2-TZVPD basis set).

Last column: Mulliken charge in e.
Atoms and positions in Å:
C -1.083 2.619 -5.344  -1.411
C -0.169 2.081 -4.284  0.903
C -0.486 0.932 -3.571  -0.974
C 0.366 0.440 -2.603  -0.437
C 1.564 1.091 -2.322  0.802
N 2.384 0.541 -1.329  -0.081
C 3.576 0.991 -0.871  0.581
O 4.169 1.969 -1.272  -0.664
C 4.142 0.107 0.244  -0.887
N 3.129 -0.187 1.243  0.303
C 3.535 -1.257 2.135  -1.196
C 2.720 0.994 1.986  -0.661
C 1.310 0.825 2.524  0.504
O 0.854 1.406 3.487  -0.686
N 0.575 -0.045 1.789  0.226
C -0.721 -0.358 2.068  0.394
S -1.551 0.377 3.392  -0.295
C -2.960 -0.539 2.975  0.144
C -2.789 -1.350 1.900  0.303
C -1.477 -1.273 1.349  -0.496
C -0.889 -1.991 0.222  0.594
N -1.663 -2.923 -0.374  -0.302
O 0.254 -1.776 -0.187  -0.783
C -4.047 -2.113 1.610  -0.766
C -5.096 -1.405 2.500  -0.797
C -4.315 -0.632 3.583  -0.516
C 1.892 2.243 -3.030  -0.385
C 1.029 2.723 -3.996  -0.804
H -2.020 2.069 -5.367  0.337
H -0.612 2.540 -6.324  0.313
H -1.299 3.671 -5.164  0.342
H -1.413 0.415 -3.776  0.303
H 0.112 -0.454 -2.054  0.423
H 2.013 -0.298 -0.895  0.021
H 5.027 0.611 0.662  0.296
H 4.466 -0.836 -0.205  0.367
H 3.685 -2.167 1.555  0.338
H 2.744 -1.436 2.862  0.331
H 4.461 -1.025 2.679  0.349
H 3.395 1.239 2.820  0.353
H 2.704 1.856 1.312  0.347
H 0.989 -0.558 1.003  0.109
H -2.576 -3.153 -0.030  0.119
H -1.274 -3.449 -1.138  0.248
H -3.936 -3.163 1.902  0.323
H -4.341 -2.072 0.559  0.374
H -5.660 -0.698 1.891  0.305
H -5.800 -2.113 2.933  0.332
H -4.277 -1.188 4.524  0.252
H -4.754 0.343 3.791  0.320
H 2.817 2.754 -2.822  0.502
H 1.294 3.618 -4.541  0.383

Energy above the lowest of the compared OMol25 structures with the same formula, charge and spin ... 7.3 kJ/mol
Total charge ... 0
SMILES ... Cc1ccc(NC(=O)CN(C)CC(=O)Nc2sc3c(c2C(N)=O)CCC3)cc1
Orbital gap ... 8.5 eV